<P>
{"formula": "C4H13N2", "method": "ωB97M-V/def2-TZVPD", "species": ["H", "H", "C", "C", "H", "H", "C", "H", "H", "C", "H", "N", "H", "N", "H", "H", "H", "H", "H"], "xyz": [[-0.19, -2.10, 0.18], [0.92, 0.56, 1.20], [0.49, -1.51, 0.80], [-1.39, 1.15, -1.00], [-2.18, 0.38, -0.90], [0.24, -0.11, -1.64], [-0.03, 0.47, -0.75], [2.15, -1.19, -0.54], [-0.79, 0.11, 1.20], [0.17, -0.03, 0.69], [-1.49, 2.46, 0.89], [-1.64, 2.24, -0.08], [-2.34, 2.86, -0.46], [1.89, -1.79, 0.28], [1.86, -2.77, -0.09], [-1.38, 1.63, -1.98], [0.46, -1.92, 1.81], [0.65, 1.33, -0.69], [2.59, -1.77, 1.07]], "gap_ev": [4.610, 9.760], "multiplicity": 2, "e_lumo_ev": [0.99, 0.82]}

***

<Q>
{"formula": "C4H13N2", "method": "ωB97M-V/def2-TZVPD", "species": ["H", "H", "H", "H", "C", "C", "H", "C", "H", "H", "N", "H", "H", "H", "H", "C", "H", "H", "N"], "xyz": [[-1.28, -2.35, -2.17], [2.04, 0.93, 1.82], [-1.51, 0.96, 1.33], [2.16, 1.32, 0.18], [-0.48, -1.78, -1.70], [0.41, 0.24, 0.66], [0.30, -1.60, -2.44], [-0.10, 0.46, -0.77], [-0.07, -2.40, -0.90], [-0.39, 0.68, 2.67], [-1.02, -0.55, -1.17], [0.88, -0.74, 0.71], [0.80, 0.52, -1.43], [-1.87, -0.21, -1.59], [-0.53, 1.46, -0.87], [-0.71, 0.31, 1.69], [1.05, 2.18, 1.14], [-1.16, -0.67, 1.86], [1.48, 1.24, 0.98]], "gap_ev": [4.591, 9.932], "multiplicity": 2, "e_lumo_ev": [1.02, 0.82]}

***

Least stable of them? <P>.

***

<P>
{"formula": "C40H36BrCdCl6N5O6", "method": "ωB97M-V/def2-TZVPD", "species": ["H", "H", "H", "H", "C", "C", "N", "H", "O", "C", "H", "H", "H", "O", "C", "H", "H", "C", "C", "H", "O", "Cl", "C", "C", "H", "H", "C", "C", "Cl", "Cl", "H", "C", "H", "Br", "H", "O", "C", "C", "H", "H", "C", "H", "H", "O", "C", "H", "H", "H", "Cd", "C", "O", "C", "H", "C", "N", "C", "H", "H", "C", "Cl", "C", "H", "H", "C", "H", "C", "C", "C", "Cl", "H", "C", "C", "H", "C", "H", "C", "C", "C", "C", "C", "C", "H", "N", "C", "C", "H", "N", "N", "C", "H", "C", "H", "C", "Cl", "C"], "xyz": [[0.35, 3.75, -3.02], [1.25, 2.46, -0.90], [3.84, 4.11, -0.61], [-1.22, -4.21, -1.44], [2.74, -0.63, -2.07], [5.16, 2.91, 1.60], [-1.14, -3.97, 1.03], [-5.00, -2.91, -2.75], [2.14, -0.11, -1.08], [-3.19, -3.42, -1.95], [3.18, 0.74, -0.01], [-7.78, -1.90, 2.24], [6.11, 4.19, 3.01], [-0.47, -4.11, 3.86], [2.25, -3.43, 1.51], [4.31, -3.97, 1.78], [-0.08, 1.05, -4.63], [-0.18, -2.79, 1.27], [-0.64, 3.53, -2.59], [2.65, 2.05, 4.37], [2.29, -1.24, -3.05], [6.50, 3.12, 0.50], [4.31, 3.97, -2.70], [4.07, 3.44, -1.43], [1.65, -4.96, 5.00], [-3.76, -2.27, 0.79], [-5.29, -2.69, -0.64], [3.32, -3.98, 2.21], [-6.27, 2.74, 1.53], [-5.06, 1.46, -1.10], [-1.79, 2.45, -4.06], [-1.19, 2.22, -3.18], [-8.63, -2.51, -0.01], [-2.62, -3.74, -3.76], [4.29, 5.04, -2.84], [-2.41, 0.31, -0.72], [3.11, -4.52, 3.48], [-4.66, 2.08, 1.54], [-1.29, 4.36, -2.86], [-0.76, -2.14, 1.94], [-0.12, 1.17, -3.54], [4.72, 1.06, -4.38], [2.36, -2.97, 0.54], [-0.82, 0.54, 1.52], [-6.68, -2.73, -0.85], [-1.29, -0.46, -3.11], [4.72, -0.83, -2.88], [0.87, 1.51, -3.23], [-0.22, -0.20, -0.50], [4.57, 3.12, -3.76], [0.20, -2.22, 0.14], [-4.82, -2.34, 0.62], [-5.33, -1.76, 2.61], [-2.04, 0.98, 1.53], [0.28, 2.38, -0.60], [4.56, 1.74, -3.55], [-1.53, 3.39, -0.65], [-7.05, -2.98, -1.84], [-0.53, 3.51, -1.07], [-4.51, 2.88, 4.13], [-2.59, 1.60, 2.66], [4.44, 3.74, 4.81], [0.34, -0.80, -3.13], [5.27, 3.52, 2.84], [-1.12, -3.92, 3.16], [-4.13, 1.48, 0.39], [4.08, 2.06, 1.27], [-2.87, 0.88, 0.34], [2.01, 0.54, 2.14], [-0.56, -4.64, 0.51], [-7.09, -2.13, 1.44], [4.36, 3.26, 3.84], [4.67, -0.55, -1.11], [-4.45, -3.00, -1.81], [0.27, 2.34, 0.41], [-7.57, -2.47, 0.18], [3.24, 1.73, 2.36], [3.36, 2.32, 3.60], [-5.72, -2.06, 1.65], [-3.89, 2.14, 2.68], [1.84, -4.53, 4.03], [-0.14, 4.48, -0.73], [-0.37, -0.11, -2.88], [4.10, 2.07, -1.22], [0.97, -3.42, 2.05], [3.94, -4.94, 4.04], [-2.20, -3.55, 0.24], [3.86, 1.50, 0.05], [-2.11, -3.75, -1.01], [4.75, 3.51, -4.75], [4.23, -0.28, -2.07], [-1.86, 1.76, -2.44], [0.77, -4.01, 3.31], [-1.57, 1.70, 4.07], [4.33, 1.20, -2.29]], "total_charge": -2, "gap_ev": 5.596, "e_lumo_ev": 3.91}

***

<Q>
{"formula": "C40H36BrCdCl6N5O6", "method": "ωB97M-V/def2-TZVPD", "species": ["N", "H", "H", "O", "C", "H", "H", "C", "C", "H", "H", "O", "Cl", "H", "H", "C", "C", "Cl", "C", "N", "C", "C", "C", "C", "C", "C", "H", "O", "C", "H", "C", "C", "C", "C", "Cl", "C", "C", "O", "H", "H", "C", "C", "C", "H", "C", "O", "C", "H", "H", "N", "C", "C", "H", "H", "Cl", "C", "H", "C", "C", "H", "C", "Cd", "C", "H", "Cl", "C", "C", "C", "H", "H", "N", "H", "Cl", "H", "N", "C", "C", "C", "Br", "H", "C", "H", "H", "C", "H", "H", "H", "H", "H", "H", "H", "H", "O", "H", "C"], "xyz": [[1.48, 5.18, -1.68], [0.75, 3.18, 3.57], [4.19, -1.19, 1.56], [2.02, -0.98, 0.67], [4.56, 4.61, -3.60], [-1.93, 6.47, 1.01], [-3.94, -9.06, -2.11], [-0.02, 7.14, 1.68], [-0.39, 5.81, -0.30], [3.59, 3.24, 0.44], [2.87, 1.21, -0.68], [-1.42, 2.97, 0.26], [-4.25, -1.42, -1.11], [1.67, -3.70, -1.05], [-1.11, 5.07, -2.19], [-1.58, -4.08, 1.05], [-1.00, -0.35, -4.00], [2.66, 2.79, -3.01], [6.03, -2.01, 0.79], [0.44, -3.08, 0.40], [0.97, 1.13, 2.98], [1.85, 6.46, 0.35], [4.67, -1.77, 0.79], [1.51, 2.55, 3.10], [-1.28, 4.94, -1.12], [-2.49, -6.15, -1.18], [0.66, 0.83, 4.00], [-1.49, -0.68, -0.44], [4.41, 6.95, -3.12], [-3.30, -4.90, 1.88], [-0.87, 6.48, 0.81], [6.60, -2.73, -0.24], [-0.43, -4.01, 0.24], [3.35, 4.39, -2.97], [-4.86, -1.35, -4.16], [2.64, 5.44, -2.33], [-1.74, -0.66, -1.70], [0.04, 2.98, -1.42], [1.64, 2.32, -0.68], [-4.03, -7.08, 1.67], [-2.60, -4.98, 1.06], [-2.99, -1.00, -2.23], [1.35, 7.11, 1.47], [-2.33, 5.11, -0.88], [5.11, 5.88, -3.65], [0.50, -0.04, -2.21], [-0.88, 3.47, -0.72], [-0.27, -4.81, -0.49], [6.66, -1.64, 1.59], [1.54, -3.06, -0.26], [0.99, 5.84, -0.56], [3.19, 6.73, -2.50], [-2.55, -7.23, -3.01], [-0.74, 1.81, 2.02], [0.27, 0.01, -5.13], [3.85, -2.26, -0.22], [0.99, 3.39, 1.20], [5.80, -3.22, -1.26], [1.90, 3.24, 1.79], [4.16, -3.90, -2.93], [-0.68, -0.32, -2.64], [0.37, 0.28, -0.08], [-3.27, -0.97, -3.59], [-1.92, -5.33, -1.61], [2.28, 8.13, -2.03], [-4.07, -8.17, -0.16], [-2.28, -0.65, -4.49], [2.91, 2.50, 0.91], [2.03, 7.58, 2.16], [2.30, 4.23, 2.04], [-0.12, 1.00, 2.03], [5.06, 3.77, -4.05], [-2.60, -0.63, -6.18], [-0.68, 0.18, 2.25], [2.22, 1.72, -0.10], [-3.65, -8.23, -1.47], [-2.89, -6.07, 0.16], [-2.86, -7.21, -1.97], [-1.61, -2.78, 2.45], [3.53, 1.82, 1.51], [-3.70, -7.11, 0.64], [2.24, -1.44, -1.32], [-0.42, 7.66, 2.54], [4.43, -3.01, -1.24], [4.79, 7.96, -3.18], [1.02, 4.25, -1.83], [7.67, -2.91, -0.27], [2.38, 2.53, 3.77], [2.92, 6.40, 0.18], [-4.70, -8.95, 0.24], [6.07, 6.04, -4.13], [1.75, 0.44, 2.65], [3.62, -3.53, -2.22], [6.25, -3.78, -2.08], [2.38, -1.82, -0.27]], "total_charge": -2, "gap_ev": 5.199, "e_lumo_ev": 3.86}

***

Least stable of them? <Q>.